Record 1
{
  "formula": "C4H7NS",
  "method": "the ωB97M-V functional and the def2-TZVPD basis",
  "elements": ["S", "C", "C", "N", "C", "C", "H", "H", "H", "H", "H", "H", "H"],
  "positions_angstrom": [[0.36, -2.58, 2.19], [-0.36, -1.34, 1.50], [0.28, -0.17, 0.86], [-0.68, 0.39, -0.16], [0.07, 1.38, -0.90], [-0.22, 0.10, -1.50], [-1.42, -1.16, 1.53], [1.31, -0.32, 0.56], [0.38, 0.61, 1.60], [-0.45, 2.21, -1.30], [1.11, 1.50, -0.61], [-0.97, 0.00, -2.26], [0.59, -0.62, -1.53]],
  "relative_energy_kj_mol": 243.3,
  "orbital_gap_ha": 0.317,
  "homo_ha": -0.32205,
  "smiles": "S=CCN1CC1"
}



Record 2
{
  "formula": "C6H12O",
  "method": "the ωB97M-V functional and the def2-TZVPD basis",
  "elements": ["C", "C", "O", "C", "C", "C", "C", "H", "H", "H", "H", "H", "H", "H", "H", "H", "H", "H", "H"],
  "positions_angstrom": [[-2.14, 0.26, 0.95], [-0.72, 0.75, 0.69], [-0.45, 1.73, 1.67], [0.30, -0.38, 0.77], [0.27, -1.35, -0.46], [1.69, -1.11, -0.79], [1.83, 0.00, -1.78], [-2.44, -0.50, 0.22], [-2.84, 1.10, 0.90], [-2.19, -0.16, 1.96], [-0.68, 1.20, -0.32], [0.41, 2.12, 1.48], [0.18, -0.94, 1.69], [-0.48, -1.01, -1.19], [0.05, -2.37, -0.14], [1.31, 0.07, 0.85], [0.95, 0.62, -2.01], [2.08, -0.56, -2.70], [2.71, 0.63, -1.59]],
  "relative_energy_kj_mol": 372.5,
  "orbital_gap_ha": 0.332,
  "homo_ha": -0.30384
}



Record 3
{
  "formula": "C12H8INO10",
  "method": "the ωB97M-V functional and the def2-TZVPD basis",
  "elements": ["N", "C", "O", "C", "C", "C", "O", "I", "O", "C", "O", "O", "C", "O", "H", "H", "H", "H", "O", "C", "C", "C", "O", "C", "O", "C", "C", "O", "H", "H", "H", "H"],
  "positions_angstrom": [[1.62, -4.85, -0.90], [1.90, -4.09, -1.72], [2.05, -3.29, -2.75], [1.73, -1.90, -2.49], [0.36, -1.45, -2.96], [-0.87, -1.77, -2.11], [-1.95, -1.70, -2.60], [-0.75, -2.26, -0.02], [2.63, -1.24, -3.39], [3.86, -1.47, -2.78], [4.82, -1.96, -3.24], [3.69, -1.07, -1.47], [2.32, -1.31, -1.16], [1.69, -0.06, -1.04], [0.19, -1.95, -3.92], [0.36, -0.38, -3.17], [2.18, -1.91, -0.26], [1.62, 0.17, -0.11], [-3.80, 3.94, 3.58], [-2.92, 3.23, 3.12], [-1.59, 3.71, 2.80], [-0.69, 2.87, 2.28], [0.55, 3.25, 1.97], [-1.01, 1.42, 2.02], [-0.15, 0.71, 1.53], [-2.34, 0.94, 2.36], [-3.24, 1.78, 2.88], [-4.47, 1.40, 3.22], [-1.37, 4.75, 2.99], [1.00, 2.45, 1.62], [-2.55, -0.10, 2.18], [-4.91, 2.20, 3.56]],
  "orbital_gap_ha": 0.301,
  "homo_ha": -0.37119,
  "smiles": "N#CO[C@]1(CC(=O)I)OC(=O)O[C@H]1O.O=C1C=C(O)C(=O)C=C1O"
}



Record 4
{
  "formula": "C28H57Cl23N2OP",
  "method": "the ωB97M-V functional and the def2-TZVPD basis",
  "elements": ["N", "C", "C", "C", "C", "N", "C", "P", "O", "Cl", "C", "H", "H", "H", "H", "H", "H", "H", "H", "H", "H", "H", "H", "H", "Cl", "C", "C", "Cl", "H", "H", "H", "H", "Cl", "C", "C", "Cl", "H", "H", "H", "H", "Cl", "C", "C", "Cl", "H", "H", "H", "H", "Cl", "C", "C", "Cl", "H", "H", "H", "H", "Cl", "C", "C", "Cl", "H", "H", "H", "H", "Cl", "C", "C", "Cl", "H", "H", "H", "H", "Cl", "C", "C", "Cl", "H", "H", "H", "H", "Cl", "C", "C", "Cl", "H", "H", "H", "H", "Cl", "C", "C", "Cl", "H", "H", "H", "H", "Cl", "C", "C", "Cl", "H", "H", "H", "H", "Cl", "C", "C", "Cl", "H", "H", "H", "H"],
  "positions_angstrom": [[3.93, 0.34, 1.97], [2.83, 1.13, 2.57], [3.00, 2.61, 2.26], [1.79, 3.36, 1.64], [1.36, 2.69, 0.41], [0.28, 2.05, 0.61], [-0.31, 2.30, 1.92], [-2.19, 2.40, 2.05], [-2.68, 1.43, 0.83], [-2.43, 1.24, 3.74], [0.49, 3.48, 2.47], [3.81, -0.58, 2.39], [3.69, 0.24, 1.00], [2.84, 0.94, 3.63], [1.89, 0.74, 2.18], [3.82, 2.69, 1.56], [3.29, 3.15, 3.15], [2.23, 4.31, 1.36], [1.93, 2.70, -0.50], [-0.13, 1.48, -0.13], [-0.07, 1.46, 2.57], [-2.07, 0.69, 0.66], [0.74, 3.34, 3.51], [0.07, 4.44, 2.25], [4.32, -0.64, 5.89], [3.11, -1.95, 5.90], [3.54, -3.13, 5.08], [3.59, -2.75, 3.34], [2.17, -1.54, 5.53], [2.97, -2.25, 6.94], [2.83, -3.95, 5.21], [4.53, -3.48, 5.37], [-0.58, 1.88, -3.60], [-0.97, 3.61, -3.79], [-0.68, 4.37, -2.53], [-1.80, 3.92, -1.21], [-2.01, 3.68, -4.07], [-0.36, 3.99, -4.60], [-0.81, 5.44, -2.70], [0.33, 4.20, -2.19], [-1.24, -2.14, 1.60], [-0.41, -3.73, 1.55], [-0.58, -4.49, 2.84], [0.29, -3.72, 4.21], [0.64, -3.56, 1.32], [-0.85, -4.30, 0.74], [-0.18, -5.50, 2.73], [-1.62, -4.57, 3.13], [2.12, -1.28, -1.07], [1.13, -1.71, -2.49], [0.40, -3.00, -2.30], [1.51, -4.39, -2.27], [1.78, -1.74, -3.36], [0.41, -0.90, -2.63], [-0.30, -3.15, -3.12], [-0.16, -2.99, -1.37], [4.10, 4.93, -0.82], [4.99, 6.27, -0.04], [4.79, 6.29, 1.45], [3.11, 6.72, 1.88], [4.66, 7.20, -0.50], [6.05, 6.12, -0.26], [5.44, 7.03, 1.91], [5.00, 5.32, 1.89], [-4.24, -3.84, -0.20], [-4.82, -5.29, 0.65], [-3.79, -5.81, 1.61], [-2.37, -6.48, 0.77], [-5.08, -6.04, -0.09], [-5.72, -5.01, 1.19], [-4.21, -6.62, 2.21], [-3.45, -5.03, 2.28], [0.60, -10.69, -3.82], [0.81, -8.93, -4.04], [1.18, -8.24, -2.76], [-0.16, -8.24, -1.58], [-0.11, -8.53, -4.45], [1.61, -8.80, -4.77], [1.42, -7.20, -2.96], [2.03, -8.72, -2.29], [-1.52, 6.63, 1.43], [-2.95, 7.19, 2.34], [-2.93, 6.73, 3.77], [-3.15, 4.96, 3.90], [-3.83, 6.84, 1.82], [-2.94, 8.28, 2.31], [-3.75, 7.19, 4.32], [-2.00, 6.98, 4.26], [3.36, -6.95, -0.99], [4.42, -5.90, 0.00], [4.00, -5.86, 1.45], [2.41, -5.10, 1.67], [4.38, -4.91, -0.45], [5.44, -6.28, -0.08], [4.72, -5.27, 2.02], [3.94, -6.86, 1.88], [-4.47, 2.64, -3.60], [-5.02, 1.40, -2.44], [-3.99, 0.32, -2.25], [-3.81, -0.68, -3.71], [-5.96, 1.00, -2.80], [-5.20, 1.91, -1.49], [-4.30, -0.34, -1.44], [-3.02, 0.75, -2.00], [-5.78, 6.71, -7.85], [-4.72, 5.31, -8.13], [-4.55, 4.47, -6.89], [-3.63, 5.32, -5.62], [-3.76, 5.69, -8.49], [-5.17, 4.71, -8.92], [-3.99, 3.56, -7.13], [-5.51, 4.19, -6.47]],
  "relative_energy_kj_mol": 0.0,
  "orbital_gap_ha": 0.311,
  "homo_ha": -0.43073,
  "total_charge": 1
}



Record 5
{
  "formula": "C17H18BN7O3SSn",
  "method": "the ωB97M-V functional and the def2-TZVPD basis",
  "elements": ["H", "N", "B", "N", "C", "Sn", "H", "C", "H", "C", "H", "C", "H", "H", "H", "N", "N", "N", "N", "C", "C", "H", "H", "C", "C", "C", "C", "H", "H", "H", "H", "H", "O", "C", "N", "S", "O", "O", "C", "C", "C", "C", "C", "C", "H", "H", "H", "H"],
  "positions_angstrom": [[-0.95, -2.00, 3.20], [0.47, -1.99, 1.58], [2.63, -2.37, 0.15], [1.71, -2.56, 1.42], [1.98, -3.31, 2.50], [-0.58, -0.54, 0.20], [2.90, -3.88, 2.54], [0.94, -3.18, 3.41], [0.86, -3.63, 4.38], [0.00, -2.34, 2.80], [3.53, -3.15, 0.16], [-0.27, 4.02, -1.82], [-0.92, 4.09, -2.70], [-0.56, 3.14, -1.23], [0.77, 3.92, -2.15], [3.27, -0.92, 0.20], [1.73, -2.50, -1.11], [2.35, 0.09, 0.18], [0.48, -1.95, -1.23], [4.52, -0.40, 0.22], [2.03, -3.15, -2.25], [5.38, -1.04, 0.23], [2.95, -3.69, -2.35], [4.40, 1.00, 0.23], [0.98, -2.97, -3.15], [3.01, 1.25, 0.21], [0.02, -2.21, -2.48], [5.17, 1.74, 0.24], [0.90, -3.33, -4.15], [2.47, 2.18, 0.22], [-0.93, -1.84, -2.84], [-0.38, 4.91, -1.22], [-2.49, -0.40, -2.05], [-3.17, -0.58, -1.03], [-2.63, -1.15, 0.12], [-3.45, -0.83, 1.56], [-3.74, -2.06, 2.23], [-2.69, 0.18, 2.29], [-4.79, -0.15, 0.63], [-5.95, 0.38, 1.18], [-6.88, 0.91, 0.28], [-6.63, 0.94, -1.11], [-5.44, 0.43, -1.63], [-4.54, -0.15, -0.73], [-6.07, 0.34, 2.27], [-7.80, 1.32, 0.68], [-7.38, 1.36, -1.78], [-5.18, 0.45, -2.68]],
  "relative_energy_kj_mol": 27.5,
  "orbital_gap_ha": 0.292,
  "homo_ha": -0.30338
}